Entry 1:
{
  "formula": "C16H30N2O4",
  "method": "ωB97M-V/def2-TZVPD",
  "species": ["C", "C", "O", "C", "C", "O", "H", "H", "H", "H", "H", "H", "H", "H", "C", "C", "O", "C", "C", "O", "H", "H", "H", "H", "H", "H", "H", "H", "C", "C", "C", "C", "N", "H", "H", "H", "H", "H", "H", "H", "C", "C", "C", "C", "N", "H", "H", "H", "H", "H", "H", "H"],
  "coordinates": [[-15.16968, 0.05078, -25.95266], [-14.17367, -0.77120, -25.16088], [-14.71360, -1.13837, -23.88231], [-15.20074, -2.37872, -23.75735], [-15.75847, -2.61894, -22.38065], [-15.20239, -3.20507, -24.63232], [-16.00652, -0.53941, -26.32045], [-14.68063, 0.49537, -26.82163], [-15.52309, 0.88240, -25.33915], [-13.93100, -1.67881, -25.71327], [-13.26456, -0.21209, -24.95202], [-15.65866, -3.66504, -22.11504], [-16.78100, -2.26631, -22.26048], [-15.18103, -2.00720, -21.68017], [-10.29776, -6.19386, -12.00883], [-10.05481, -6.77834, -13.39610], [-11.21627, -6.87356, -14.21560], [-11.58221, -5.76487, -14.87326], [-12.59488, -6.03725, -15.94219], [-11.21708, -4.65850, -14.56981], [-10.45118, -5.11591, -12.07210], [-9.40170, -6.34921, -11.40838], [-11.17850, -6.62688, -11.53734], [-9.29871, -6.18574, -13.91786], [-9.63041, -7.77517, -13.27734], [-13.57877, -5.66674, -15.66099], [-12.65455, -7.08445, -16.22643], [-12.31391, -5.48693, -16.84154], [-9.70569, -0.68921, -22.35519], [-10.25248, -0.59509, -20.94352], [-10.16335, 0.84274, -20.38275], [-11.04953, 1.79886, -21.03465], [-11.74098, 2.54759, -21.55582], [-9.31223, -1.68383, -22.57746], [-8.88606, 0.01316, -22.51702], [-10.45583, -0.51003, -23.12710], [-9.60030, -1.10953, -20.23085], [-11.24719, -1.02733, -20.86646], [-9.13658, 1.16276, -20.59982], [-10.19666, 0.91878, -19.29678], [-11.48540, -3.28079, -18.96067], [-12.32545, -2.33164, -18.10551], [-13.67782, -2.06158, -18.76570], [-14.51805, -3.25855, -18.82507], [-15.16327, -4.20558, -18.89513], [-11.87264, -4.28299, -18.75215], [-10.44747, -3.25192, -18.62891], [-11.51604, -3.16759, -20.04181], [-11.80208, -1.38823, -17.92424], [-12.43416, -2.73760, -17.09789], [-13.51021, -1.74030, -19.79756], [-14.23929, -1.26480, -18.27515]],
  "forces_ev_per_angstrom": [[0.1866, 0.4226, 0.0962], [-0.1035, -0.2363, -0.4959], [0.1031, 0.2130, 0.0742], [-0.5806, -0.4398, 0.0888], [0.6724, 0.5774, 0.4811], [0.1016, 0.0701, -0.1441], [-0.0562, -0.0699, 0.1853], [0.0771, -0.0934, -0.0053], [-0.1585, -0.0956, -0.0536], [0.1453, 0.0194, 0.1178], [-0.0257, 0.0635, 0.0513], [-0.1988, -0.0700, -0.0393], [-0.1282, -0.1892, -0.3440], [-0.0182, -0.1767, 0.0250], [-0.0816, 0.4971, -0.4576], [0.7343, 0.3354, 0.7407], [0.1808, -0.4711, -0.3575], [-0.7463, 0.2553, 0.4886], [0.0387, -0.1179, -0.7041], [0.4296, 0.0646, -0.2141], [-0.0818, -0.0561, -0.0365], [-0.1091, -0.1802, 0.1420], [0.1300, -0.1959, 0.0941], [-0.1309, 0.0687, -0.0086], [-0.4159, -0.1824, -0.2934], [0.0176, -0.0411, 0.1959], [-0.0568, -0.0591, 0.2522], [0.0569, 0.1060, 0.1125], [0.0901, -0.3381, -0.4929], [0.5091, 0.4743, 0.8300], [0.6382, 0.0299, -0.5468], [0.0858, -0.1676, 0.3690], [-0.2734, 0.2239, -0.2312], [-0.0297, -0.0120, 0.1751], [-0.0193, 0.0117, 0.0315], [-0.0881, 0.2430, 0.1607], [-0.1230, -0.5065, -0.3133], [-0.0827, 0.1166, 0.0745], [-0.1088, 0.1295, -0.0858], [-0.6035, -0.1594, 0.0115], [-0.0436, -0.7200, 0.9065], [0.3323, 0.3742, -0.2433], [-0.0471, 0.1699, 0.0225], [-0.0160, -0.0190, -0.0401], [0.0192, -0.0173, 0.0496], [0.2450, -0.1009, -0.2265], [0.0298, -0.0989, -0.0952], [-0.1589, 0.4456, 0.0105], [-0.1341, 0.1184, -0.3647], [-0.1853, -0.2054, -0.1002], [-0.0357, 0.0575, 0.0236], [0.0176, -0.0679, 0.0830]],
  "relative_energy_kcal_mol": 0.0,
  "e_lumo_ev": 0.466,
  "homo_energy_ev": -10.3,
  "mol_weight_g_mol": 314.426
}

Entry 2:
{
  "formula": "C16H30N2OP2ReSe",
  "method": "ωB97M-V/def2-TZVPD",
  "species": ["Re", "P", "P", "N", "H", "C", "H", "H", "H", "C", "H", "H", "H", "C", "H", "H", "H", "C", "H", "H", "H", "C", "H", "H", "H", "C", "H", "H", "H", "C", "C", "C", "C", "C", "C", "H", "H", "H", "H", "H", "C", "O", "C", "H", "H", "H", "C", "H", "H", "H", "Se", "C", "N"],
  "coordinates": [[0.79815, 0.77143, -0.28476], [2.43110, -0.25781, -1.27992], [-2.46924, 0.47656, 1.81610], [-0.48200, 0.36969, -1.38084], [1.27553, -2.00348, 3.85106], [2.88887, -2.03137, -1.23671], [3.91540, -2.16250, -1.62202], [2.18990, -2.62059, -1.85011], [2.83483, -2.39960, -0.20205], [3.94790, 0.50706, -0.59796], [4.80074, 0.14107, -1.16814], [4.02172, 0.20237, 0.45582], [3.86827, 1.60134, -0.66071], [2.41489, 0.10685, -3.07016], [3.39759, -0.11715, -3.49206], [2.16518, 1.16498, -3.23916], [1.63961, -0.51152, -3.54842], [-3.59303, -0.87042, 2.15954], [-4.61006, -0.46399, 2.21181], [-3.32888, -1.36058, 3.10872], [-3.51644, -1.59371, 1.33592], [-2.60673, 1.82010, 2.99157], [-3.63844, 2.19076, 2.96784], [-1.92671, 2.63273, 2.69439], [-2.35340, 1.45784, 3.99731], [-2.99519, 1.11804, 0.23008], [-3.99492, 1.55278, 0.35342], [-3.04708, 0.30535, -0.50820], [-2.29688, 1.88600, -0.13510], [-1.15494, 0.48047, -2.58668], [-2.07288, -0.62073, -4.54663], [-1.56594, -0.68953, -3.28377], [-1.33253, 1.75230, -3.25457], [-1.84527, 1.78360, -4.55746], [-2.22394, 0.61432, -5.19735], [-2.34808, -1.52875, -5.06794], [-1.39262, -1.63809, -2.75948], [-0.99975, 2.66090, -2.76856], [-1.93492, 2.73320, -5.07271], [-2.64102, 0.63831, -6.23055], [1.23039, -0.67059, 2.78620], [1.48466, -0.24567, 1.37212], [2.15494, -1.88262, 3.12949], [2.70231, -2.16535, 4.12566], [3.07590, -1.30484, 2.91782], [2.09244, -2.71996, 2.44304], [1.73995, 0.46665, 3.69781], [1.52587, 0.22438, 4.75448], [1.28979, 1.44643, 3.49302], [2.82569, 0.60236, 3.60437], [-1.12998, -1.13354, 4.43485], [-0.30309, -0.64759, 2.84184], [-0.90765, -0.06787, 1.82773]],
  "forces_ev_per_angstrom": [[-0.7334, -2.3320, 4.8713], [2.0457, 0.4895, -1.3171], [1.5163, -1.1868, 0.6911], [-2.1622, 1.5837, -2.0589], [-1.0791, -1.1842, 1.2845], [-0.3527, -0.2374, 0.1742], [-0.4429, 0.1046, 0.1219], [0.2242, 0.1889, 0.1844], [0.0500, 0.1607, -0.2883], [0.0473, -0.1989, -0.1912], [0.3143, 0.1511, 0.1141], [0.0046, 0.0911, -0.2980], [0.1072, -0.3497, -0.0135], [0.1653, -0.1243, -0.0758], [-0.0978, -0.0385, -0.2233], [0.1127, -0.3852, 0.1274], [0.2588, 0.1923, 0.0981], [-0.6520, -0.0538, 0.1750], [0.0158, -0.2238, -0.0667], [-0.0726, 0.2900, -0.4393], [-0.0396, 0.2234, 0.1676], [-0.3366, 0.2652, 0.1693], [0.1708, 0.0322, 0.1387], [-0.1822, -0.3139, 0.0479], [-0.0495, 0.0887, -0.3415], [0.2664, 0.0821, -0.3417], [0.1732, -0.0850, 0.0769], [0.1008, 0.2902, 0.2164], [-0.2601, -0.2781, 0.0912], [0.4196, 0.1856, -1.0463], [-0.4471, 0.4708, -0.9721], [0.6600, 0.2302, 1.6113], [0.1292, -1.4693, 0.2387], [0.0751, -0.1000, 0.6478], [-0.3434, -0.4675, -0.7940], [-0.0296, -0.0211, 0.0112], [-0.1717, 0.2881, -0.3708], [0.0013, -0.0575, 0.0840], [-0.0215, -0.0146, 0.0733], [0.4243, 0.0298, 0.9606], [-1.2398, 4.6740, -4.2270], [1.3599, 0.3103, 0.3601], [-0.4990, -1.0013, 0.6657], [0.6008, -0.7024, 0.4352], [1.0455, 0.5282, -0.9696], [-0.0360, -0.0800, 0.0285], [-0.1664, 0.0904, 0.7173], [0.0388, 0.0496, -0.3994], [-0.1850, -0.3966, -0.1933], [-0.1001, -0.2559, -0.2546], [0.5607, -0.3527, 0.0675], [-0.2020, -0.0496, 1.0703], [-0.9864, 0.8693, -0.8389]],
  "multiplicity": 4,
  "relative_energy_kcal_mol": 102.5,
  "s_squared": 3.771,
  "e_lumo_ev": [0.350, -0.263],
  "homo_energy_ev": [-4.6, -7.0],
  "mol_weight_g_mol": 593.544
}

Entry 3:
{
  "formula": "C16H30NOPSr",
  "method": "ωB97M-V/def2-TZVPD",
  "species": ["C", "C", "C", "C", "C", "C", "C", "C", "N", "Sr", "C", "P", "H", "H", "H", "H", "H", "H", "H", "H", "C", "C", "H", "C", "C", "H", "H", "H", "H", "H", "H", "H", "H", "H", "H", "H", "H", "H", "H", "C", "C", "C", "O", "H", "H", "H", "H", "H", "H", "H"],
  "coordinates": [[-0.48424, -1.39531, -3.81400], [-0.96975, -0.22284, -3.24483], [-0.60968, 0.15817, -1.92837], [0.16823, -0.73417, -1.21792], [0.71964, -1.87702, -1.76282], [0.40737, -2.21623, -3.10020], [-1.13029, 1.47436, -1.36941], [-2.63738, 1.35573, -1.00777], [-2.86910, 0.45194, 0.07704], [2.13326, 0.37195, 0.01663], [1.60833, -2.71208, -0.82661], [1.12322, -2.49223, 0.99559], [-1.69378, 0.40794, -3.78467], [0.82793, -3.12024, -3.55862], [-0.78687, -1.66945, -4.83422], [2.69477, -2.38898, -0.92775], [1.53321, -3.79852, -1.00788], [-0.54033, 1.81849, -0.49781], [-1.03709, 2.26503, -2.13451], [-2.98221, 2.34650, -0.68106], [2.14462, -3.78691, 1.79445], [-0.51343, -3.28909, 0.88339], [-3.20992, 1.00979, -1.88239], [-3.42736, -0.84297, -0.15204], [-3.04500, 0.98362, 1.39654], [1.15079, -0.30889, 2.49668], [-4.53390, -0.79333, -0.15262], [-3.07264, -1.24514, -1.10895], [-3.10733, -1.53873, 0.64223], [-4.07156, 1.36491, 1.53906], [-2.85580, 0.21196, 2.15495], [-2.34361, 1.80319, 1.58814], [-0.40368, -4.36565, 0.68496], [-1.09044, -3.17071, 1.81542], [-1.11057, -2.86783, 0.06031], [1.92872, -4.76871, 1.35820], [3.20247, -3.56229, 1.63397], [1.96159, -3.81948, 2.87285], [0.55482, -0.03967, 2.18594], [2.10699, 3.64155, 2.61372], [1.89003, 3.61465, 1.11520], [3.10688, 3.97858, 0.28083], [1.46764, 2.32489, 0.71735], [2.70888, 2.78435, 2.93624], [1.15194, 3.57316, 3.13591], [2.58590, 4.56705, 2.94536], [1.08744, 4.33949, 0.89677], [3.92970, 3.27214, 0.46708], [2.86945, 3.91113, -0.78395], [3.46213, 4.99589, 0.47360]],
  "forces_ev_per_angstrom": [[0.3005, -0.2416, -0.0753], [-0.4969, 0.4884, 0.4200], [-0.3946, -0.3445, -1.5585], [0.9861, 1.2615, 2.1375], [-0.4731, -0.5263, -0.9950], [0.0794, -0.2200, 0.4795], [-0.2163, -0.0530, -0.2694], [0.4376, 0.1645, 0.2958], [0.8766, -0.5464, 0.6240], [-0.7072, -0.2512, 0.1765], [0.5079, -0.1978, 0.1071], [0.3285, 0.2722, -1.3124], [0.4306, -0.3202, -0.0387], [-0.2131, 0.3230, 0.0566], [0.1980, 0.1072, 0.4883], [-0.8574, -0.6250, 0.0375], [0.3358, 0.3405, -0.3285], [-0.3647, -0.3229, -0.2783], [0.0040, -0.2081, 0.1032], [-0.1711, 0.0002, -0.4203], [-0.0668, -0.4871, -0.3089], [-0.6607, -0.3287, 0.1866], [0.1053, 0.3435, 0.0871], [-0.2105, 0.0267, -0.0685], [-0.1303, 0.1464, -0.0995], [0.3981, 0.0309, 0.5273], [0.0318, -0.3560, -0.0860], [-0.1456, 0.0660, 0.1687], [-0.1608, 0.1754, -0.2373], [-0.0047, 0.0542, 0.2445], [-0.0554, 0.1060, -0.1644], [-0.0752, -0.0813, -0.0764], [0.0542, 0.1934, 0.0907], [0.2347, -0.0215, -0.2957], [0.3659, 0.0974, 0.3297], [0.1306, -0.0230, 0.1736], [-0.0504, 0.0013, 0.0522], [-0.0213, 0.0298, -0.1654], [-0.6370, 0.7014, -0.0412], [0.1686, 0.1493, 0.3329], [-0.6941, -1.0558, -0.6048], [0.2957, 0.2803, 0.0351], [0.3972, 0.7139, 0.2801], [0.0883, 0.1251, -0.0922], [-0.0386, -0.0836, -0.0742], [0.0747, -0.0221, -0.0067], [0.1071, 0.0362, -0.0988], [-0.0491, 0.1378, 0.1535], [-0.1376, 0.0227, 0.0678], [0.0958, -0.0788, 0.0407]],
  "relative_energy_kcal_mol": 0.0,
  "e_lumo_ev": -0.733,
  "homo_energy_ev": -6.7,
  "mol_weight_g_mol": 371.016
}

Entry 4:
{
  "formula": "C16H30O10S4Tl",
  "method": "ωB97M-V/def2-TZVPD",
  "species": ["Tl", "O", "C", "C", "O", "H", "H", "H", "H", "C", "C", "C", "O", "C", "C", "C", "O", "O", "O", "H", "H", "C", "S", "O", "C", "H", "H", "H", "H", "H", "H", "C", "S", "O", "C", "H", "H", "H", "H", "H", "H", "C", "S", "O", "C", "H", "H", "H", "H", "H", "H", "C", "S", "O", "C", "H", "H", "H", "H", "H", "H"],
  "coordinates": [[-0.23696, 0.92987, 1.28453], [-3.25846, -1.26222, 2.69803], [-4.36282, -0.44820, 3.15954], [-4.03808, 0.62458, 4.23700], [-3.02532, 1.52866, 4.11399], [-5.06417, -1.20405, 3.51295], [-4.76784, 0.09155, 2.30355], [-4.02226, 0.34055, 5.28923], [-4.95305, 1.20959, 4.33017], [6.20371, -0.81105, 1.97442], [4.87428, -0.40018, 2.29282], [4.17056, -0.95637, 3.60115], [3.08210, -0.47867, 3.93739], [4.95951, -1.85164, 4.49520], [6.21127, -2.17635, 4.11793], [6.83135, -1.65145, 2.86685], [7.96192, -2.09633, 2.37033], [6.84083, -2.95725, 4.93161], [4.17762, 0.25223, 1.48281], [6.58564, -0.36122, 1.06989], [4.48494, -2.21895, 5.39312], [-2.61292, -0.39087, -4.27855], [-1.23408, -1.50268, -3.84701], [-0.68022, -1.04774, -2.47086], [-2.20744, -3.01848, -3.43754], [-2.18383, 0.60988, -4.32834], [-3.44588, -0.23571, -3.59284], [-3.01199, -0.52469, -5.28401], [-2.90393, -3.31593, -4.22146], [-2.81297, -2.69671, -2.59025], [-1.50760, -3.79733, -3.13469], [3.48623, 4.42354, -2.47442], [2.53873, 2.98249, -3.04299], [1.13531, 3.03008, -2.47276], [2.40654, 3.35726, -4.82802], [2.91045, 5.34268, -2.58285], [4.43581, 4.52783, -2.99933], [3.71591, 4.33442, -1.41262], [1.72404, 4.19768, -4.95446], [1.91462, 2.49591, -5.27988], [3.35734, 3.59362, -5.30573], [-4.89692, 4.31325, -2.45821], [-5.25868, 3.19745, -1.00959], [-3.80837, 2.99599, -0.44013], [-6.03747, 4.52369, 0.02625], [-4.01140, 4.91215, -2.24546], [-5.64884, 5.09840, -2.53728], [-4.83182, 3.66653, -3.33321], [-7.02892, 4.91379, -0.20387], [-5.38580, 5.39722, 0.00679], [-6.10293, 4.35409, 1.10099], [0.14640, -5.32628, 1.44605], [1.57515, -4.65072, 0.46732], [1.44477, -3.16144, 0.77897], [2.89337, -5.39616, 1.53436], [0.16990, -5.03652, 2.49657], [0.28436, -6.40691, 1.40972], [-0.83227, -5.02791, 1.07017], [2.82943, -6.47942, 1.43166], [3.04494, -5.19399, 2.59467], [3.77645, -5.16132, 0.94012]],
  "forces_ev_per_angstrom": [[-0.1845, -0.4110, 0.2543], [-2.0672, 2.4031, 1.2124], [3.0812, -3.8559, -2.6877], [1.2033, 3.6172, 2.5777], [-0.5436, -1.2412, -1.1711], [-0.5974, 0.5774, 0.6788], [-0.0346, 0.4206, -0.0464], [0.5351, -1.9651, 0.1499], [-1.1216, 0.1865, -1.0632], [-2.9743, 1.7405, 1.3200], [-1.5201, -0.2475, -1.2714], [0.5263, 0.7041, 1.4574], [0.5350, -0.5990, -0.6049], [-3.7901, 2.5004, -2.2312], [3.1537, -2.9254, 3.0060], [4.9134, -1.9957, -3.5450], [-2.2793, 0.4087, 2.6632], [-0.1106, 1.3231, -2.1265], [0.4923, -0.2455, 1.1190], [0.5519, -0.4897, 0.0612], [0.1940, -0.0441, 0.0243], [-0.0730, 1.0402, -0.2399], [0.1883, 0.3352, 2.5279], [-1.1265, -0.7099, -2.6087], [-0.1834, 0.9901, 0.1938], [0.5203, -0.0320, 0.0940], [0.1411, -0.7997, 0.4239], [0.1310, -0.6432, -0.0418], [0.3667, -0.0660, -0.2588], [0.1346, -0.1478, 0.2020], [-0.0842, 0.1072, -0.1802], [-0.2900, 0.5700, 0.0385], [-0.4682, -0.6078, 0.3870], [1.3094, 0.4523, -0.6341], [-0.5408, 0.4681, 0.3699], [-0.1494, -0.0246, -0.2153], [-0.0942, -0.2611, -0.2089], [-0.1697, -0.4408, -0.0384], [0.0237, 0.1582, 0.1224], [0.2793, -0.0966, 0.0617], [0.0669, -0.2544, 0.2034], [-0.7514, 0.0983, 0.7169], [3.2026, 1.2874, 1.0576], [-3.2335, 0.1583, -0.9194], [0.3618, 0.9909, 0.6667], [0.4274, -0.7546, 0.1397], [-0.5714, -0.4564, -0.3331], [0.1498, 0.3563, 0.0088], [-0.1173, -0.5866, -0.8335], [0.3310, -0.0488, -0.4065], [0.2873, -1.0883, -0.0937], [0.5456, -0.6902, -0.1983], [-1.4241, 1.9747, 2.9336], [0.6890, -1.7404, -0.9024], [0.3416, -0.4974, -1.2583], [0.4960, 0.3588, -0.1386], [-0.3637, -0.1804, -0.0714], [0.3131, 0.0467, -0.4464], [-0.3800, -0.1671, -0.1062], [-0.5391, 0.7329, -0.2010], [0.2902, 0.3071, 0.4103]],
  "relative_energy_kcal_mol": 126.6,
  "e_lumo_ev": -1.331,
  "homo_energy_ev": -2.9,
  "charge": -1,
  "mol_weight_g_mol": 715.057
}